# 1
This record from the Open Molecules 2025 dataset describes a structure of composition C27H19F12N5O2PbSSe4 in a non-equilibrium geometry. The level of theory is wB97M-V/def2-TZVPD.

Structure (XYZ):
```
71
Properties=species:S:1:pos:R:3:forces:R:3:mulliken_charge:R:1
Pb 11.297 7.878 10.037 -0.4833 -1.1326 1.1359 1.117
C 14.687 13.223 6.706 1.0019 -0.4339 0.2769 -1.592
C 13.462 12.596 7.276 -0.1692 0.3248 -0.9236 1.041
C 12.789 13.286 8.283 -1.6423 -1.1507 -0.5554 -1.506
C 11.494 12.853 8.585 -0.0609 0.4785 1.8511 -0.388
C 10.955 11.630 8.131 0.5022 1.5900 -1.9308 0.833
N 9.607 11.316 8.136 0.1772 -1.4955 2.9254 0.138
C 8.837 11.627 9.141 -0.4921 -0.4455 -1.2283 -1.977
C 8.517 12.990 9.458 -0.3509 0.9906 2.2156 -0.776
C 7.879 13.575 10.553 1.3525 0.5135 -0.9278 -0.572
C 7.057 13.083 11.612 -1.4514 -1.2435 0.5152 1.288
C 6.765 13.962 12.794 -0.6342 -0.1540 0.7714 -1.618
C 6.395 11.878 11.496 2.3453 2.5748 0.5109 -2.128
C 6.738 11.299 10.222 -1.2254 -2.2101 0.4183 1.584
C 7.317 8.205 10.692 3.3242 -2.3056 0.0351 1.104
O 8.445 7.909 11.250 -1.5085 -0.1175 0.3408 -0.634
C 6.714 7.097 9.775 0.6647 -0.6310 0.6291 0.158
F 7.552 6.741 8.787 -0.1259 -0.1964 0.1784 -0.185
F 6.453 5.961 10.407 -0.4813 -0.1513 0.1392 -0.296
F 5.586 7.589 9.239 -0.9363 -0.6705 -0.7411 -0.271
C 6.191 8.450 11.804 -0.6483 0.5084 1.4783 0.417
F 4.984 8.912 11.345 0.6620 -0.0032 0.2777 -0.291
F 6.560 9.306 12.830 -0.1833 -0.7896 -1.4858 -0.268
F 5.913 7.278 12.453 0.3410 1.0895 -0.8610 -0.275
C 11.816 10.846 7.327 0.1662 0.7045 -1.1055 0.218
C 12.922 11.437 6.704 -0.2460 0.4190 2.2789 -1.304
C 11.471 9.402 7.041 -1.9507 0.0610 0.5028 1.966
O 10.563 8.945 7.947 1.0624 -0.8553 -0.6093 -0.687
C 10.824 9.341 5.638 0.1017 -0.2375 -0.0209 0.316
F 9.629 9.952 5.553 0.0579 -0.2681 0.3568 -0.237
F 10.650 8.063 5.243 -0.0467 0.1744 -0.1604 -0.295
F 11.587 9.962 4.721 0.1899 -0.0906 -0.7736 -0.294
C 12.780 8.550 7.030 2.2973 -0.3368 0.4526 0.033
F 12.570 7.258 7.354 -0.0329 1.0378 -0.5054 -0.254
F 13.734 9.033 7.916 -1.4194 -0.5655 -0.1923 -0.264
F 13.509 8.562 5.868 -0.9143 -0.2414 -0.1261 -0.323
H 14.626 14.292 6.861 0.3395 0.3112 0.1448 0.397
H 15.607 12.804 7.200 -0.6632 0.5116 -0.5298 0.244
H 14.757 13.069 5.631 0.1112 -0.2127 -0.0635 0.368
H 13.132 14.227 8.678 0.3002 0.0512 0.1117 0.370
H 10.915 13.439 9.343 0.5317 -0.5248 -0.9125 0.400
H 8.873 13.750 8.792 0.6498 -0.0853 -0.3829 0.878
H 8.191 14.624 10.688 -0.6207 -0.2207 -0.3527 0.307
H 7.634 14.088 13.424 0.4596 0.0284 0.1469 0.348
H 6.433 14.985 12.531 -0.0146 -0.5683 -0.0787 0.344
H 5.996 13.458 13.437 0.5330 0.6395 -0.5882 0.368
H 5.932 11.439 12.362 -0.5627 -0.2466 -0.2902 0.260
H 13.385 10.921 5.888 0.5063 -0.0821 -0.0964 0.451
N 13.082 10.370 13.374 1.6438 0.9642 1.2606 -0.369
C 12.526 10.290 12.162 -3.5539 0.3542 -0.7513 0.517
S 13.266 9.451 10.927 0.9547 -0.1053 -0.5149 -0.496
N 11.260 10.854 12.185 0.0079 -0.3470 3.0001 -1.890
N 10.334 10.560 11.330 -0.4755 -0.1842 -4.9159 1.652
C 9.049 10.466 11.313 0.3130 0.3700 2.2658 -2.479
C 8.072 10.551 10.061 0.0610 1.2192 -1.4181 2.443
C 5.810 11.490 9.224 -0.6460 -0.4831 -0.4704 -0.342
C 5.756 10.941 7.908 0.2233 0.1964 0.9127 -0.615
C 6.569 9.924 7.439 0.4102 0.7368 -1.2747 -0.762
C 7.377 9.092 8.220 1.0671 1.4931 -0.7315 0.433
N 7.647 9.235 9.546 -0.5339 1.9886 -0.3627 0.979
H 13.989 9.912 13.561 -0.9557 0.6621 -0.4459 0.232
H 12.784 11.193 13.920 0.1461 -1.0622 -0.1770 0.259
H 8.518 10.287 12.265 0.0702 0.5038 -0.3039 0.385
H 4.925 12.115 9.463 0.7937 -0.3811 0.1237 0.331
H 4.931 11.369 7.320 0.5877 -0.3966 -0.1844 0.384
H 6.595 9.693 6.335 -0.2563 0.2053 1.3759 0.334
H 7.952 8.393 7.601 -0.5796 -0.4664 0.8452 0.136
Se 10.895 6.600 12.955 -0.2473 0.6690 -0.0366 -0.486
Se 13.045 6.103 13.697 0.0042 -0.5109 -0.8319 -0.390
Se 13.449 4.654 11.802 0.0960 -0.9459 1.9089 -0.264
Se 13.780 6.018 10.094 0.0564 1.1780 -1.5253 -0.505
```
Positions in Å, forces in eV/Å.

Charge = -2
Maximum force = 4.94 eV Å⁻¹
Energy relative to the best compared isomer or geometry (same formula, charge and spin) = 658.9 kJ/mol
Electronic energy = -12859.5131 hartree

=====

# 2
This record from the Open Molecules 2025 dataset describes a structure of composition C27H19F7MoN8O2. The level of theory is wB97M-V/def2-TZVPD.

Structure (XYZ):
```
64
Properties=species:S:1:pos:R:3:forces:R:3:mulliken_charge:R:1
Mo -0.124 0.628 -0.112 -0.0006 0.0062 0.4852 0.352
O 0.400 3.470 -2.911 -0.0095 0.0146 -0.0005 -0.593
C -0.102 2.776 -2.071 0.0695 -0.0095 -0.0053 -0.356
N 0.492 2.332 -0.882 0.0805 0.2475 -0.1306 0.340
C 1.351 3.199 -0.180 -0.0682 -0.0684 -0.0252 -0.240
O 1.665 4.302 -0.533 0.0222 0.0124 0.0073 -0.607
C 1.809 2.590 1.106 -0.0457 0.0171 -0.0402 0.456
C 2.795 3.210 1.816 0.0673 -0.0219 0.1187 -0.836
C 3.296 2.552 2.948 -0.0354 0.0456 -0.0788 -0.722
C 2.783 1.335 3.294 -0.0387 -0.0514 -0.0079 -0.831
C 1.738 0.769 2.532 0.0195 -0.0096 0.0172 0.241
N 1.264 1.394 1.445 0.0575 0.0825 -0.1339 0.959
C -1.493 2.229 -2.218 -0.0025 0.0020 0.0085 0.373
C -2.305 2.647 -3.251 -0.0009 -0.0056 0.0058 -0.840
C -3.593 2.141 -3.320 -0.0050 0.0021 -0.0129 -0.443
C -4.006 1.240 -2.355 -0.0086 -0.0011 0.0074 -1.144
C -3.126 0.867 -1.353 0.0085 -0.0037 0.0180 -0.080
N -1.881 1.348 -1.285 -0.0336 0.0232 -0.0341 0.634
H 3.163 4.165 1.474 0.0055 -0.0022 -0.0059 0.601
H 4.081 3.000 3.543 -0.0006 0.0126 -0.0040 0.447
H 3.135 0.762 4.138 -0.0035 0.0013 0.0001 0.496
H 0.254 -0.632 2.703 0.0013 -0.0183 -0.0730 0.058
H -1.910 3.355 -3.966 0.0084 0.0012 0.0058 0.583
H -4.263 2.448 -4.112 -0.0004 -0.0027 0.0004 0.455
H -5.002 0.823 -2.361 -0.0001 0.0004 -0.0001 0.477
H -3.426 0.174 -0.585 0.0059 0.0010 0.0167 0.554
C 2.207 -1.726 0.016 0.0017 0.0098 -0.0180 -1.148
N 2.012 -0.409 -0.634 -0.0018 0.0484 -0.0057 0.858
C 3.250 0.371 -0.453 -0.0058 0.0003 0.0084 -1.420
C 1.822 -0.585 -2.087 0.0018 -0.0092 0.0033 -1.135
C 0.534 -1.339 -2.343 0.0244 -0.0002 0.0153 -1.067
N -0.403 -0.923 -1.305 -0.1514 -0.2107 -0.1537 1.343
C -1.518 -1.728 -1.084 0.0467 -0.0086 -0.0217 -0.951
C -1.990 -1.801 0.221 0.0231 0.0062 -0.0147 0.149
F -1.254 -1.078 1.111 -0.0593 0.0229 0.0511 0.319
C -3.132 -2.480 0.583 0.0235 -0.0168 -0.0149 -0.039
F -3.582 -2.455 1.824 0.0229 0.0413 0.0377 -0.280
C -3.830 -3.175 -0.392 -0.0319 -0.0080 0.0372 -0.703
C -3.369 -3.142 -1.690 0.0140 -0.0010 -0.0206 0.363
F -4.038 -3.786 -2.650 0.0036 0.0052 0.0087 -0.320
C -2.239 -2.424 -2.050 -0.0045 0.0030 0.0134 0.706
F -1.885 -2.369 -3.342 0.0002 0.0026 0.0049 -0.331
H 3.014 -2.270 -0.488 -0.0080 -0.0016 -0.0116 0.257
H 1.293 -2.316 -0.030 -0.0047 0.0064 0.0228 0.221
H 2.477 -1.584 1.059 0.0200 -0.0311 -0.0302 0.461
H 4.087 -0.158 -0.921 -0.0023 -0.0029 0.0058 0.511
H 3.472 0.490 0.604 0.0095 -0.0076 -0.0028 0.290
H 3.151 1.347 -0.926 -0.0026 -0.0034 -0.0021 0.384
H 2.674 -1.122 -2.516 -0.0002 0.0049 -0.0112 0.532
H 1.790 0.409 -2.541 -0.0090 0.0040 0.0063 0.285
H 0.690 -2.420 -2.294 -0.0030 0.0021 0.0136 0.497
H 0.162 -1.108 -3.342 0.0070 -0.0047 -0.0046 0.441
H -4.723 -3.725 -0.134 0.0018 -0.0041 -0.0125 0.535
N 1.243 -0.460 2.876 -0.0008 -0.0483 0.1043 0.480
C 2.101 -1.395 3.435 -0.0407 0.0284 0.0537 -1.125
C 1.525 -2.614 3.704 0.0042 0.0062 0.0003 0.585
C 0.139 -2.865 3.463 -0.0055 -0.0019 0.0369 0.372
N -0.989 -2.927 3.219 0.0264 -0.0616 -0.0744 -0.549
C 2.315 -3.686 4.228 0.0063 0.0081 -0.0238 -0.021
N 2.943 -4.562 4.634 -0.0102 0.0019 0.0050 -0.604
F -1.576 2.885 1.223 0.0144 0.0095 0.0226 -0.287
C -1.489 1.541 1.420 -0.0233 -0.0115 -0.1850 0.511
F -1.109 1.381 2.706 0.0292 -0.0698 0.0413 -0.219
F -2.772 1.084 1.391 -0.0082 0.0163 -0.0238 -0.238
```
Positions in Å, forces in eV/Å.

Maximum force = 0.49 eV Å⁻¹
Energy relative to the best compared isomer or geometry (same formula, charge and spin) = 0.0 kJ/mol
Electronic energy = -2396.0353 hartree